Record 1
{
  "formula": "C4H2N2S",
  "method": "ωB97M-V/def2-TZVPD",
  "lumo_ev": -0.92,
  "mol_weight_g_mol": 110.141,
  "species": ["C", "C", "C", "C", "N", "N", "S", "H", "H"],
  "coordinates": [[2.17876, 0.51552, 0.22383], [0.51937, 1.39345, -1.27272], [-0.64669, -1.06939, -0.78321], [0.94720, 1.12176, -0.04220], [3.24720, 0.14227, 0.39209], [-0.17489, 1.15942, -2.22224], [-1.00855, -0.43547, -2.14334], [-0.96023, -1.95925, -0.42720], [0.24912, 1.20336, 0.80414]],
  "atomic_forces_ev_per_a": [[0.54, 0.57, -0.31], [-0.01, -0.89, 1.57], [0.91, 2.79, -1.27], [-1.07, 0.00, 0.38], [0.66, -0.57, 0.25], [0.08, 1.57, -1.38], [-0.36, -1.11, 0.17], [-1.03, -2.83, 1.12], [0.28, 0.47, -0.55]]
}



Record 2
{
  "formula": "C4H7N3",
  "method": "ωB97M-V/def2-TZVPD",
  "smiles": "Nc1c[nH]c(N)c1",
  "lumo_ev": 1.08,
  "mol_weight_g_mol": 97.121,
  "species": ["N", "C", "C", "N", "C", "N", "C", "H", "H", "H", "H", "H", "H", "H"],
  "coordinates": [[2.45178, -0.53778, 0.25628], [1.12998, -0.05117, 0.15114], [0.71442, 1.25054, -0.00422], [-0.66511, 1.23896, -0.06056], [-1.12362, -0.03986, 0.04393], [-2.50234, -0.30380, -0.14927], [-0.03598, -0.86682, 0.20847], [3.11841, 0.11664, -0.13617], [2.53956, -1.41034, -0.25257], [1.27709, 2.17070, -0.08132], [-1.26249, 2.02663, -0.24818], [-2.60316, -1.07489, -0.80344], [-2.96982, -0.58055, 0.70767], [-0.06872, -1.93826, 0.36825]],
  "atomic_forces_ev_per_a": [[0.03, 0.02, -0.14], [-0.19, 0.15, -0.04], [0.15, -0.07, 0.02], [-0.14, -0.09, -0.04], [0.20, 0.09, -0.05], [-0.04, -0.27, 0.05], [-0.02, -0.05, -0.02], [-0.04, -0.06, 0.11], [0.06, 0.08, 0.13], [-0.09, -0.16, 0.03], [0.08, -0.11, 0.01], [-0.08, 0.19, 0.09], [0.07, 0.10, -0.02], [0.00, 0.17, -0.11]]
}



Record 3
{
  "formula": "C16H30Br3CaCl3FGaMgN5O8",
  "method": "ωB97M-V/def2-TZVPD",
  "charge": -1,
  "lumo_ev": 0.15,
  "mol_weight_g_mol": 919.618,
  "species": ["C", "N", "C", "Ga", "C", "C", "N", "H", "H", "H", "H", "H", "H", "H", "H", "H", "H", "H", "H", "H", "H", "Mg", "Cl", "F", "C", "C", "C", "C", "C", "C", "N", "O", "O", "H", "H", "H", "H", "H", "Ca", "O", "Cl", "O", "O", "O", "Cl", "C", "N", "O", "O", "H", "H", "H", "C", "C", "C", "C", "N", "H", "H", "H", "H", "H", "H", "H", "C", "Br", "Br", "Br", "H"],
  "coordinates": [[2.59350, -2.01979, -0.67186], [1.33271, -2.65994, -1.14061], [0.94079, -1.88452, -2.35448], [-0.63709, -0.69539, -2.03949], [-2.08527, -1.41406, -0.87442], [-3.48980, -1.43484, -1.49319], [-4.05003, -2.80578, -1.46994], [2.45641, -0.95836, -0.52878], [3.37817, -2.11449, -1.42275], [2.90136, -2.49680, 0.25623], [1.62438, -3.57200, -1.47927], [1.76168, -1.20849, -2.57006], [0.75092, -2.52259, -3.21488], [0.01711, 0.64716, -1.26083], [-1.17592, -0.11923, -3.48002], [-1.82269, -2.42079, -0.56056], [-2.14022, -0.78005, 0.00469], [-3.54446, -1.05558, -2.51033], [-4.13927, -0.80008, -0.88157], [-4.00546, -3.12442, -0.49781], [-5.04801, -2.73338, -1.64723], [-4.72372, -3.77707, 1.47687], [2.99415, -2.32022, -4.44006], [4.06014, 0.06330, -1.03722], [-0.08366, 2.54063, 5.44549], [-1.41651, 2.63980, 5.06858], [-1.96115, 1.71846, 4.18887], [-1.15398, 0.70677, 3.70522], [0.17571, 0.59026, 4.06046], [0.71029, 1.51932, 4.93830], [-1.72976, -0.28908, 2.78297], [-2.89489, -0.15238, 2.45787], [-1.00812, -1.18342, 2.40079], [0.33084, 3.26093, 6.13452], [-2.03151, 3.43618, 5.46424], [-2.99551, 1.78552, 3.88774], [0.78296, -0.20734, 3.65985], [1.74919, 1.44388, 5.22799], [-0.52212, 2.47230, -2.39231], [-2.71237, 6.31316, -5.59248], [-2.95698, 4.93126, -5.24265], [-2.44985, 4.02762, -6.21568], [-4.35104, 4.74349, -4.97435], [-2.22053, 4.64490, -3.97492], [-3.28357, 1.90912, -7.75683], [0.45713, 4.81413, 10.00513], [-0.34382, 4.52670, 8.78326], [-1.46492, 4.09365, 8.92663], [0.19094, 4.74955, 7.71572], [-0.14485, 4.56866, 10.87089], [1.35149, 4.20137, 9.95714], [0.71101, 5.86895, 9.98437], [4.53519, -7.06271, -4.60088], [4.31362, -6.85228, -3.10710], [2.99054, -6.13016, -2.79317], [2.96030, -4.81853, -3.39350], [2.93611, -3.77777, -3.85282], [4.61128, -6.11368, -5.13561], [5.46283, -7.60454, -4.77233], [3.72173, -7.63848, -5.04435], [5.14482, -6.28234, -2.69096], [4.29923, -7.81426, -2.59750], [2.85693, -6.00073, -1.71658], [2.13479, -6.69270, -3.17316], [-0.91169, 7.87184, -2.39349], [-0.43314, 8.15154, -4.21455], [-2.80040, 7.87355, -2.11221], [-0.09635, 6.25172, -1.69367], [-0.48397, 8.67531, -1.81450]],
  "atomic_forces_ev_per_a": [[-0.78, -1.05, 0.30], [0.45, 0.23, -0.54], [-0.43, 0.36, 0.69], [-0.22, -0.86, -0.06], [-0.36, 0.54, -0.45], [-0.30, -0.21, 0.55], [0.00, 0.12, -0.02], [0.15, 0.17, 0.11], [0.28, 0.18, 0.04], [0.15, 0.06, 0.16], [-0.28, -0.26, 0.21], [0.13, 0.09, -0.35], [-0.26, -0.13, -0.06], [-0.01, 0.91, -0.02], [0.14, 0.77, 0.26], [0.24, -0.06, 0.10], [0.16, -0.18, 0.32], [0.06, -0.11, -0.18], [0.01, 0.35, -0.11], [0.28, 0.09, -0.58], [-0.05, -0.15, -0.22], [-0.17, -0.15, 0.58], [0.57, 0.88, -0.87], [0.15, 0.44, -0.31], [0.06, -0.10, -0.07], [0.07, -0.01, 0.02], [-0.15, 0.13, 0.05], [0.00, 0.01, 0.00], [0.20, -0.06, 0.04], [-0.10, 0.06, 0.03], [0.02, 0.00, -0.05], [-0.05, 0.03, 0.03], [0.00, -0.08, 0.05], [-0.01, -0.02, -0.06], [-0.01, 0.01, 0.02], [-0.01, -0.09, -0.06], [-0.07, -0.03, -0.07], [0.02, 0.00, -0.02], [-0.90, -0.21, -1.17], [0.09, -0.09, 0.19], [0.13, -0.48, -0.36], [0.01, 0.83, 0.30], [-0.01, 0.01, 0.05], [0.82, -0.25, 1.35], [-0.10, -0.82, -0.44], [-0.08, -0.04, 0.12], [0.00, 0.00, 0.01], [-0.03, -0.01, 0.00], [0.02, 0.14, 0.11], [-0.04, -0.02, -0.01], [0.05, 0.05, -0.06], [0.07, 0.00, -0.06], [-0.08, 0.01, 0.04], [0.21, 0.02, -0.26], [0.18, -0.44, 0.18], [-0.25, 0.06, 0.16], [0.16, -0.51, 0.23], [-0.01, 0.00, -0.01], [0.01, -0.01, -0.01], [0.00, 0.00, -0.02], [-0.04, 0.02, 0.10], [-0.11, 0.03, 0.10], [-0.06, 0.11, -0.01], [-0.05, 0.07, -0.03], [-0.18, 0.01, -0.25], [0.04, -0.01, -0.07], [-0.05, -0.04, -0.02], [0.24, -0.23, 0.26], [0.03, -0.06, 0.12]]
}



Record 4
{
  "formula": "C4H12N2S",
  "method": "ωB97M-V/def2-TZVPD",
  "smiles": "NCNCCCS",
  "lumo_ev": 0.93,
  "mol_weight_g_mol": 120.221,
  "species": ["N", "C", "N", "C", "C", "C", "S", "H", "H", "H", "H", "H", "H", "H", "H", "H", "H", "H", "H"],
  "coordinates": [[-1.36407, -1.32686, 2.64380], [-1.17214, -1.41109, 1.23076], [-0.32190, -0.34299, 0.69604], [-0.04341, -0.45926, -0.73446], [-0.04096, 0.88960, -1.42222], [1.04539, 1.84501, -0.93093], [2.74712, 1.21992, -0.98815], [-0.53306, -1.56208, 3.16270], [-1.88648, -0.51102, 2.93112], [-0.77223, -2.41141, 1.01224], [-2.12862, -1.29834, 0.71722], [0.56415, -0.29290, 1.18965], [0.89788, -0.97394, -0.92147], [-0.82402, -1.06240, -1.19342], [0.16354, 0.70868, -2.47894], [-0.99335, 1.40027, -1.33407], [1.01253, 2.77686, -1.48965], [0.93099, 2.14301, 0.11302], [2.71862, 0.66893, -2.20324]],
  "atomic_forces_ev_per_a": [[-0.50, -0.49, -0.26], [0.34, 0.23, -0.08], [0.23, 0.21, -0.17], [-0.49, 0.10, 0.28], [0.97, 0.08, -0.09], [0.06, 0.34, 0.05], [0.15, -0.13, 0.23], [-0.16, 0.42, 0.26], [0.54, -0.01, 0.22], [-0.04, 0.01, -0.09], [-0.07, -0.21, 0.05], [-0.19, -0.12, 0.16], [0.16, -0.08, -0.08], [-0.15, -0.14, -0.04], [-0.18, 0.08, -0.21], [-0.29, -0.06, 0.07], [-0.07, 0.02, -0.17], [-0.23, -0.24, 0.05], [-0.07, 0.00, -0.19]]
}



Record 5
{
  "formula": "C3H4N2O2",
  "method": "ωB97M-V/def2-TZVPD",
  "smiles": "N#C/C(CO)=N\\O",
  "lumo_ev": 0.04,
  "mol_weight_g_mol": 100.077,
  "species": ["N", "C", "C", "C", "O", "N", "O", "H", "H", "H", "H"],
  "coordinates": [[1.15114, 2.41375, 1.10964], [0.80120, 1.33658, 0.86631], [0.41413, 0.06153, 0.06509], [-0.19991, 0.31050, -1.32811], [-0.60895, -0.97345, -1.70593], [-0.00470, -0.95515, 0.69399], [0.05022, -0.78479, 2.04606], [0.53513, 0.89693, -2.08997], [-1.24684, 1.00238, -1.04974], [-0.49916, -1.74549, -1.20954], [-0.39225, -1.56279, 2.60221]],
  "atomic_forces_ev_per_a": [[-0.43, -1.13, 0.14], [0.27, -0.68, -1.80], [-0.85, 3.44, 1.74], [-0.48, 0.38, 1.27], [-1.03, 2.51, -4.23], [-0.28, -0.71, 0.52], [-0.56, -1.62, 2.35], [-1.93, -1.65, 1.69], [3.14, -1.65, -1.06], [0.78, -0.89, 2.01], [1.37, 2.00, -2.64]]
}



Record 6
{
  "formula": "C7H15N4OS",
  "method": "ωB97M-V/def2-TZVPD",
  "charge": 1,
  "lumo_ev": -3.67,
  "mol_weight_g_mol": 203.291,
  "species": ["C", "C", "C", "C", "C", "C", "C", "N", "N", "N", "N", "O", "S", "H", "H", "H", "H", "H", "H", "H", "H", "H", "H", "H", "H", "H", "H", "H"],
  "coordinates": [[1.03000, 0.15373, -1.34017], [-0.55682, 2.02936, -0.64133], [0.13674, 1.22177, -1.81203], [0.25582, -1.15296, 0.68538], [-1.87429, -2.43519, -0.03587], [1.93399, -0.51512, 2.73792], [-0.47531, -2.42719, 0.73575], [0.48039, -0.50503, -0.37843], [-0.23250, 1.80036, 0.56805], [2.26656, -0.11414, -1.75926], [-1.40012, 2.95029, -1.16531], [-0.75755, -0.88076, 3.09090], [0.16983, -0.09884, 2.25563], [0.83662, 1.91360, -2.29151], [-0.53854, 0.76964, -2.53742], [-2.71863, -1.71370, 0.34742], [-2.32394, -3.49452, 0.10046], [-1.55106, -2.10835, -1.05326], [2.34884, 0.50426, 2.80181], [2.57733, -1.16062, 2.25212], [1.86175, -0.90749, 3.82578], [0.14516, -3.24051, 0.17281], [-0.80994, -2.76867, 1.82452], [-0.65111, 2.33884, 1.39727], [2.58903, 0.39836, -2.67344], [2.74862, -0.91453, -1.49672], [-1.33101, 3.12597, -2.12372], [-1.86669, 3.61713, -0.60588]],
  "atomic_forces_ev_per_a": [[-1.12, -1.35, 2.53], [0.32, -0.03, -0.17], [0.91, 1.23, 0.01], [-1.26, 1.73, -0.17], [-0.54, 0.45, 0.51], [-1.48, 1.88, 3.48], [-1.56, -2.88, 0.94], [1.38, -1.66, -0.04], [-0.49, 1.03, 0.40], [-0.23, 3.67, -3.69], [0.28, -0.93, 0.68], [0.09, 0.09, 0.12], [0.89, -2.32, 0.72], [-0.55, 0.34, -0.46], [-0.30, 0.42, 0.00], [2.04, -1.12, -0.44], [0.95, 1.78, -0.84], [-1.10, -0.76, 0.34], [0.28, -0.51, -0.02], [0.84, -1.37, -1.63], [-0.18, 0.73, -1.70], [-0.91, 1.36, 1.29], [1.60, 0.92, -2.06], [0.49, -0.58, -2.23], [-0.70, -1.52, 2.63], [0.85, -1.54, 0.58], [-0.19, 0.38, -1.39], [-0.32, 0.57, 0.59]]
}



| no. | maximum force (eV/A) | DFT total energy (eV) | HOMO energy (eV) |
| --- | --- | --- | --- |
| 1 | 3.2 | -17990.528 | -9.53 |
| 2 | 0.3 | -8731.631 | -7.43 |
| 3 | 1.6 | -367558.055 | -2.60 |
| 4 | 1.0 | -18157.773 | -8.80 |
| 5 | 5.0 | -10246.554 | -10.57 |
| 6 | 5.2 | -26335.868 | -12.13 |